# 1
Below is the ion C7H10N with charge +1 at a distorted geometry, with properties calculated with ωB97M-V/def2-TZVPD.

Geometry (Å):
C 1.03988 -1.05751 1.54103
C 1.50336 -0.03521 0.37570
C -0.40036 -1.17112 1.27824
C -2.20284 -0.21132 -0.24477
C -0.82196 -0.31760 0.26135
C 0.29776 0.33459 -0.34503
C 0.26674 1.25804 -1.48917
N -2.51481 0.58125 -1.15993
H 1.56252 -1.89426 1.20131
H 1.32284 -1.04458 2.59511
H 2.00995 0.96653 0.55332
H 2.21396 -0.49958 -0.16440
H -0.95644 -1.97433 1.80107
H -2.86494 -1.03425 0.26708
H -0.50927 2.02421 -1.33668
H 0.15641 0.73615 -2.48651
H 1.15945 1.82962 -1.60482
H -3.38169 0.98276 -1.44335

## Properties
gap between HOMO and LUMO: 7.4229 eV
net charge: +1

***

# 2
Below is the ion C7H10N with charge +1 at a distorted geometry, with properties calculated with ωB97M-V/def2-TZVPD.

Geometry (Å):
C 3.64885 -0.31517 -0.17865
C 2.34211 0.00794 0.15258
C 1.31189 0.64046 0.32149
N -0.08156 0.80348 0.52223
C -1.03987 1.47751 0.98335
C -1.39203 0.26187 0.20844
C -1.73320 0.16972 -1.25649
C -1.94343 -0.96918 0.90174
H 4.02170 -1.31771 0.02165
H 3.74991 -0.05292 -1.25964
H 4.37049 0.33740 0.24346
H -1.10393 2.46544 1.31084
H -2.82308 0.43319 -1.55773
H -1.77062 -0.90900 -1.48296
H -1.08452 0.81378 -1.88851
H -1.69071 -1.84564 0.28102
H -2.95437 -0.89306 0.73750
H -1.82763 -1.10812 1.93968

## Properties
gap between HOMO and LUMO: 9.1967 eV
net charge: +1
SMILES: CC#C[N+]1=CC1(C)C

***

# 3
Below is the ion C7H10N with charge +1 at a distorted geometry, with properties calculated with ωB97M-V/def2-TZVPD.

Geometry (Å):
C -2.58021 -0.36553 -0.29672
C -1.23266 0.19384 -0.21475
N -0.11295 -0.56968 -0.35044
C 0.47625 -1.15674 0.79391
C 1.04784 0.20801 0.04403
C 2.38985 0.00391 -0.59885
C 0.50554 1.51384 0.35438
C -0.84472 1.51362 0.09221
H -2.63547 -1.12246 -1.07846
H -3.31415 0.41635 -0.47305
H -2.84999 -0.86892 0.63641
H 1.12278 -2.01096 0.64616
H -0.05119 -1.10165 1.73705
H 2.40245 -0.94129 -1.13492
H 3.18075 -0.01123 0.14731
H 2.59298 0.80550 -1.30395
H 1.09543 2.37000 0.62618
H -1.51548 2.34529 0.20787

## Properties
gap between HOMO and LUMO: 9.1874 eV
net charge: +1
SMILES: CC1=[N+]2C[C@]2(C)C=C1

***

Question: What is the gap between HOMO and LUMO in the first record?
Answer: 7.4229 eV